No. 1
Here is C9H9NO4Pd as an isolated structure at a distorted geometry from OMol25. Energies are from ωB97M-V/def2-TZVPD.

Output
* <S²>: 2.017
* largest force on an atom: 8.03 eV/A
* calculated total energy: -831.12417 hartree
* multiplicity: 3
* net charge: +2
* highest occupied orbital energy (alpha / beta): -16.047 / -15.162 eV

Geometry (Å):
Pd: -0.390 0.343 -0.003
O: -1.915 -0.956 -2.390
C: -1.365 -0.464 -1.510
C: 0.762 0.890 1.488
O: 1.446 1.197 2.359
C: -1.571 -0.593 1.256
O: -2.256 -1.149 1.991
C: 0.817 1.237 -1.264
O: 1.529 1.753 -2.004
C: -3.551 4.353 -0.174
H: -3.357 4.669 -1.210
H: -4.490 3.802 -0.014
C: -2.827 4.817 0.849
H: -3.139 4.666 1.894
H: -2.006 5.534 0.698
C: 3.487 -3.574 -0.269
C: 1.946 -3.670 -0.183
C: 1.328 -2.384 -0.165
N: 0.778 -1.387 -0.155
H: 3.770 -3.055 -1.180
H: 3.901 -4.573 -0.285
H: 3.872 -3.039 0.595
H: 1.571 -4.215 -1.050
H: 1.661 -4.201 0.726


No. 2
Here is the molecule C5H8N2 from OMol25. Energies are from ωB97M-V/def2-TZVPD.

Output
* largest force on an atom: 0.58 eV/A
* calculated total energy: -304.73410 hartree
* ΔE to the lowest compared entry with this formula, charge and spin: 2.759 eV
* net charge: 0
* highest occupied orbital energy (alpha / beta): -5.998 / -5.997 eV

Geometry (Å):
C: -2.557 -0.120 -0.613
N: -1.292 -0.253 -0.154
C: -0.879 -0.726 1.029
N: 0.497 -0.510 1.191
C: 0.941 0.023 -0.010
C: 2.368 0.423 -0.192
C: -0.110 0.101 -0.853
H: -2.693 0.514 -1.479
H: -3.309 -0.119 0.167
H: 0.745 0.037 2.010
H: -1.547 -1.054 1.804
H: 2.626 1.255 0.476
H: 3.034 -0.412 0.043
H: 2.559 0.751 -1.217
H: -0.154 0.361 -1.902


No. 3
Here is a 7-piece molecular cluster, C21H56O7 overall at a distorted geometry from OMol25. Energies are from ωB97M-V/def2-TZVPD.

Output
* SMILES: CC(C)O.CC(C)O.CC(C)O.CC(C)O.CC(C)O.CC(C)O.CC(C)O
* largest force on an atom: 2.38 eV/A
* calculated total energy: -1360.34778 hartree
* ΔE to the lowest compared entry with this formula, charge and spin: 1.398 eV
* net charge: 0
* highest occupied orbital energy: -9.240 eV

Geometry (Å):
C: 4.072 -0.424 0.648
C: 5.231 -1.329 0.392
C: 5.464 -2.427 1.468
O: 4.991 -1.994 -0.882
H: 3.147 -0.983 0.800
H: 3.825 0.228 -0.190
H: 4.090 0.213 1.533
H: 6.153 -0.747 0.357
H: 5.809 -2.014 2.416
H: 5.976 -3.298 1.062
H: 4.498 -2.829 1.782
H: 5.704 -1.743 -1.475
C: -4.215 5.439 2.902
C: -3.181 4.293 2.640
C: -2.903 3.497 3.948
O: -3.665 3.365 1.664
H: -5.137 4.980 3.258
H: -4.536 6.005 2.027
H: -3.801 6.178 3.588
H: -2.239 4.749 2.330
H: -3.853 3.213 4.401
H: -2.410 4.104 4.709
H: -2.230 2.656 3.782
H: -3.016 2.668 1.513
C: 0.900 2.267 -4.042
C: 1.929 1.409 -3.346
C: 2.838 2.207 -2.442
O: 1.266 0.478 -2.563
H: 0.475 3.046 -3.409
H: 0.085 1.730 -4.527
H: 1.446 2.718 -4.872
H: 2.552 0.953 -4.118
H: 3.436 3.003 -2.885
H: 3.538 1.509 -1.979
H: 2.350 2.597 -1.548
H: 1.800 -0.318 -2.473
C: 2.544 -4.465 -2.424
C: 1.757 -3.248 -1.905
C: 1.532 -3.312 -0.425
O: 2.560 -2.123 -2.106
H: 3.146 -4.192 -3.291
H: 1.845 -5.285 -2.592
H: 3.226 -4.837 -1.658
H: 0.795 -3.125 -2.404
H: 2.425 -3.238 0.194
H: 0.900 -4.182 -0.239
H: 0.911 -2.439 -0.220
H: 3.478 -2.368 -1.941
C: -2.002 -0.296 -3.970
C: -2.277 -0.027 -2.473
C: -2.082 -1.326 -1.704
O: -1.340 0.898 -2.019
H: -2.709 -0.937 -4.497
H: -0.999 -0.705 -4.098
H: -2.061 0.592 -4.601
H: -3.281 0.374 -2.328
H: -1.082 -1.724 -1.873
H: -2.765 -2.058 -2.138
H: -2.310 -1.250 -0.641
H: -0.502 0.687 -2.452
C: 0.404 0.472 1.091
C: -0.438 1.727 1.294
C: 0.242 2.935 0.569
O: -1.761 1.561 0.811
H: -0.017 -0.489 1.390
H: 1.333 0.635 1.640
H: 0.719 0.287 0.063
H: -0.575 1.868 2.367
H: -0.146 3.872 0.968
H: 0.205 2.889 -0.519
H: 1.313 2.884 0.772
H: -1.701 1.382 -0.134
C: -2.527 -2.314 1.951
C: -3.265 -2.489 3.271
C: -4.460 -1.495 3.344
O: -3.745 -3.797 3.320
H: -2.875 -2.756 1.017
H: -1.555 -2.803 2.042
H: -2.338 -1.255 1.774
H: -2.642 -2.237 4.131
H: -4.131 -0.455 3.329
H: -5.125 -1.655 4.193
H: -5.037 -1.593 2.423
H: -3.975 -3.984 4.233


No. 4
Here is C49H62IN2O4Tc as an isolated structure from OMol25. Energies are from ωB97M-V/def2-TZVPD.

Output
* <S²>: 3.770
* largest force on an atom: 0.24 eV/A
* calculated total energy: -2693.22302 hartree
* multiplicity: 4
* ΔE to the lowest compared entry with this formula, charge and spin: 0.000 eV
* net charge: +1
* highest occupied orbital energy (alpha / beta): -10.288 / -10.341 eV

Geometry (Å):
Tc: -2.057 -1.636 -0.008
C: -2.833 -1.975 -3.151
O: -1.986 -1.456 -2.099
C: -0.959 -0.566 -2.544
C: -1.262 0.784 -2.666
C: -2.650 1.359 -2.462
C: -2.853 2.100 -1.161
C: -3.321 3.403 -1.101
C: -3.594 4.043 0.113
C: -3.416 3.318 1.288
C: -2.947 2.010 1.272
C: -2.784 1.159 2.510
C: -1.352 0.712 2.724
C: -0.408 1.686 3.048
C: 0.941 1.403 3.183
C: 1.342 0.076 3.021
C: 0.449 -0.931 2.705
C: 0.949 -2.350 2.557
C: 1.456 -2.805 1.197
C: 2.511 -3.716 1.149
C: 2.983 -4.244 -0.045
C: 2.356 -3.829 -1.222
C: 1.303 -2.929 -1.226
C: 0.617 -2.558 -2.526
C: 0.310 -1.088 -2.709
C: 1.331 -0.195 -3.017
C: 1.101 1.171 -3.136
C: -0.205 1.630 -2.969
C: 2.220 2.173 -3.409
C: 2.310 3.144 -2.222
C: 1.905 2.956 -4.691
C: 3.577 1.492 -3.579
C: 0.859 -2.419 -0.002
O: -0.137 -1.509 0.009
C: 4.141 -5.237 -0.116
C: 5.261 -4.654 -0.989
C: 4.721 -5.546 1.264
C: 3.641 -6.549 -0.737
C: -0.890 -0.580 2.557
O: -1.784 -1.603 2.100
C: -2.615 -2.196 3.127
C: 1.986 2.478 3.472
C: 2.984 2.520 2.306
C: 1.360 3.864 3.622
C: 2.727 2.134 4.771
C: -2.648 1.437 0.045
O: -2.094 0.215 0.038
C: -4.098 5.485 0.102
C: -3.089 6.374 -0.638
C: -5.452 5.541 -0.619
C: -4.278 6.042 1.515
H: -2.272 -2.717 -3.720
H: -3.712 -2.403 -2.679
H: -3.125 -1.153 -3.801
H: -2.862 2.042 -3.286
H: -3.400 0.567 -2.511
H: -3.488 3.930 -2.033
H: -3.645 3.767 2.246
H: -3.102 1.733 3.382
H: -3.458 0.305 2.424
H: -0.766 2.701 3.159
H: 2.387 -0.189 3.129
H: 1.767 -2.485 3.266
H: 0.167 -3.030 2.926
H: 2.972 -4.005 2.085
H: 2.697 -4.217 -2.175
H: 1.263 -2.876 -3.346
H: -0.301 -3.144 -2.619
H: 2.329 -0.594 -3.136
H: -0.418 2.689 -3.053
H: 1.382 3.700 -2.084
H: 2.521 2.605 -1.296
H: 3.111 3.866 -2.389
H: 0.971 3.513 -4.606
H: 2.702 3.673 -4.895
H: 1.823 2.285 -5.547
H: 3.878 0.958 -2.675
H: 3.576 0.789 -4.414
H: 4.337 2.246 -3.784
H: 5.629 -3.715 -0.574
H: 6.097 -5.354 -1.043
H: 4.922 -4.463 -2.008
H: 5.110 -4.650 1.751
H: 3.981 -6.005 1.923
H: 5.548 -6.249 1.160
H: 3.262 -6.397 -1.748
H: 4.453 -7.276 -0.789
H: 2.837 -6.980 -0.136
H: -1.961 -2.587 3.906
H: -3.285 -1.446 3.542
H: -3.191 -2.988 2.656
H: 2.474 2.752 1.368
H: 3.737 3.290 2.485
H: 3.502 1.568 2.182
H: 0.852 4.180 2.709
H: 0.645 3.899 4.447
H: 2.143 4.592 3.834
H: 3.244 1.176 4.701
H: 3.473 2.899 4.989
H: 2.034 2.084 5.613
H: -2.963 6.067 -1.677
H: -3.433 7.410 -0.639
H: -2.111 6.340 -0.154
H: -5.368 5.208 -1.654
H: -6.186 4.907 -0.118
H: -5.832 6.564 -0.627
H: -3.343 6.026 2.078
H: -4.611 7.078 1.455
H: -5.032 5.487 2.077
I: -4.721 -1.837 0.102
N: -1.121 -4.481 0.742
C: -1.112 -5.778 0.419
C: -1.944 -5.933 -0.670
C: -2.415 -4.651 -0.944
N: -1.902 -3.767 -0.088
H: -0.544 -4.003 1.417
H: -0.520 -6.486 0.974
H: -2.184 -6.845 -1.185
H: -3.118 -4.332 -1.694


No. 5
Here is a 7-piece molecular cluster, C18H36Br6O3 overall at a distorted geometry from OMol25. Energies are from ωB97M-V/def2-TZVPD.

Output
* SMILES: c1ccccc1.BrCCBr.BrCCBr.BrCCBr.CCO.CCO.CCO
* largest force on an atom: 2.34 eV/A
* calculated total energy: -16377.22758 hartree
* ΔE to the lowest compared entry with this formula, charge and spin: 0.000 eV
* net charge: 0
* highest occupied orbital energy: -9.468 eV

Geometry (Å):
C: 3.088 -3.303 0.715
C: 3.347 -4.282 1.667
C: 2.306 -4.968 2.278
C: 1.002 -4.719 1.889
C: 0.721 -3.769 0.921
C: 1.764 -3.061 0.346
H: 3.895 -2.739 0.269
H: 4.376 -4.430 1.974
H: 2.516 -5.637 3.102
H: 0.226 -5.302 2.372
H: -0.298 -3.638 0.582
H: 1.555 -2.365 -0.461
Br: -3.911 4.617 4.878
C: -3.786 4.089 2.994
C: -2.355 3.804 2.605
Br: -2.279 3.373 0.685
H: -4.187 4.893 2.379
H: -4.412 3.213 2.846
H: -2.012 2.958 3.195
H: -1.729 4.686 2.652
Br: -6.720 2.420 1.336
C: -5.782 0.693 1.350
C: -5.109 0.447 0.022
Br: -4.139 -1.268 0.163
H: -6.520 -0.071 1.574
H: -5.101 0.706 2.197
H: -4.419 1.234 -0.264
H: -5.859 0.365 -0.761
Br: 1.832 4.146 1.848
C: 1.569 3.789 -0.061
C: 0.884 4.997 -0.671
Br: 0.681 4.649 -2.579
H: 0.827 2.989 -0.089
H: 2.442 3.400 -0.572
H: 1.425 5.933 -0.565
H: -0.100 5.142 -0.237
C: 4.515 1.368 -0.266
C: 3.180 0.655 -0.244
O: 2.421 0.817 -1.441
H: 5.196 1.084 -1.066
H: 4.949 1.278 0.734
H: 4.421 2.457 -0.377
H: 2.563 0.990 0.587
H: 3.380 -0.408 -0.080
H: 2.783 0.263 -2.141
C: -0.719 -0.224 0.143
C: -1.058 0.594 -1.118
O: -0.321 0.087 -2.213
H: -1.392 0.008 0.972
H: 0.311 -0.080 0.486
H: -0.801 -1.306 0.010
H: -0.803 1.622 -0.869
H: -2.125 0.422 -1.240
H: 0.607 0.304 -2.012
C: 0.963 -4.653 -3.532
C: 0.950 -3.136 -3.477
O: -0.294 -2.730 -2.923
H: 1.950 -5.008 -3.833
H: 0.171 -5.033 -4.171
H: 0.787 -5.016 -2.516
H: 0.983 -2.728 -4.496
H: 1.844 -2.772 -2.961
H: -0.197 -1.844 -2.536


No. 6
Here is a 5-piece molecular cluster, C16H24Cl16N2O5PS2 overall at a distorted geometry from OMol25. Energies are from ωB97M-V/def2-TZVPD.

Output
* largest force on an atom: 6.73 eV/A
* calculated total energy: -9610.13160 hartree
* net charge: +1
* highest occupied orbital energy: -11.009 eV

Geometry (Å):
O: 0.557 -0.714 3.607
P: 1.126 0.635 3.176
O: 2.811 0.781 3.481
O: 0.401 1.900 4.087
C: 0.883 1.047 1.348
S: -0.297 -0.097 0.464
C: 0.260 -1.861 0.542
C: 1.850 -2.076 0.622
O: 2.639 -1.123 -0.122
C: -0.275 0.334 -1.369
C: -1.102 -0.757 -2.205
C: -0.024 -1.674 -3.005
C: 0.337 -0.891 -4.373
C: 0.077 -1.798 -5.698
C: 0.837 -1.069 -6.947
C: 1.819 -2.086 -7.697
S: 3.000 -1.242 -8.896
C: 3.206 0.501 -8.359
N: 2.798 1.744 -8.932
N: 3.244 2.646 -7.994
C: 3.890 2.037 -6.858
O: 3.873 0.641 -7.106
H: 3.252 0.073 2.942
H: 0.050 2.511 3.399
H: 1.889 1.157 0.814
H: 0.384 2.089 1.307
H: -0.179 -2.296 1.518
H: -0.159 -2.526 -0.295
H: 2.171 -2.182 1.718
H: 2.058 -3.110 0.145
H: 2.211 -0.864 -0.963
H: 0.773 0.549 -1.762
H: -0.856 1.328 -1.458
H: -1.685 -1.477 -1.534
H: -1.809 -0.295 -2.967
H: 0.940 -1.835 -2.415
H: -0.435 -2.693 -3.309
H: -0.286 0.074 -4.456
H: 1.430 -0.562 -4.373
H: -1.031 -1.865 -5.960
H: 0.552 -2.841 -5.558
H: 1.348 -0.153 -6.499
H: 0.085 -0.660 -7.723
H: 2.453 -2.666 -6.930
H: 1.212 -2.814 -8.328
H: 4.323 2.526 -5.932
C: -2.312 3.779 6.418
Cl: -1.186 5.150 6.500
Cl: -3.728 4.114 7.435
Cl: -2.835 3.541 4.734
Cl: -1.500 2.311 6.998
C: -3.389 -1.997 2.789
Cl: -4.167 -2.094 1.193
Cl: -2.359 -0.550 2.858
Cl: -4.632 -1.900 4.050
Cl: -2.391 -3.444 3.050
C: 2.322 7.009 8.121
Cl: 1.833 5.303 8.181
Cl: 4.061 7.139 8.455
Cl: 1.977 7.667 6.506
Cl: 1.414 7.928 9.340
C: -6.742 -4.461 6.846
Cl: -5.012 -4.841 6.707
Cl: -7.681 -5.614 5.875
Cl: -7.239 -4.575 8.546
Cl: -7.034 -2.811 6.253


No. 7
Here is a 2-piece molecular cluster, C2H9OS overall from OMol25. Energies are from ωB97M-V/def2-TZVPD.

Output
* largest force on an atom: 0.80 eV/A
* calculated total energy: -554.73958 hartree
* ΔE to the lowest compared entry with this formula, charge and spin: 0.284 eV
* net charge: +1
* highest occupied orbital energy: -15.786 eV

Geometry (Å):
O: 1.491 -2.058 1.373
H: 2.008 -1.690 2.107
H: 1.307 -2.966 1.640
H: -0.980 -0.550 0.576
C: -1.723 1.139 -0.995
S: -0.681 -0.334 -0.715
C: 0.888 0.452 -0.278
H: -2.504 0.932 -1.739
H: -2.133 1.430 -0.039
H: -1.056 1.920 -1.359
H: 0.632 1.343 0.270
H: 1.413 0.726 -1.169
H: 1.337 -0.345 0.326


No. 8
Here is a 4-piece molecular cluster, CH10O4 overall at a distorted geometry from OMol25. Energies are from ωB97M-V/def2-TZVPD.

Output
* <S²>: 0.750
* largest force on an atom: 1.40 eV/A
* calculated total energy: -344.97521 hartree
* multiplicity: 2
* ΔE to the lowest compared entry with this formula, charge and spin: 0.000 eV
* net charge: -1
* highest occupied orbital energy (alpha / beta): 1.189 / -6.954 eV

Geometry (Å):
C: 2.661 -0.292 -3.289
O: 2.085 -0.634 -2.052
H: 2.472 -1.026 -4.078
H: 2.303 0.702 -3.559
H: 3.747 -0.344 -3.179
H: 1.121 -0.679 -2.003
H: -1.565 -2.491 0.163
H: -2.114 -3.315 1.373
O: -2.347 -2.663 0.728
H: -3.490 3.421 3.761
H: -3.183 3.602 5.267
O: -2.924 3.073 4.475
H: 1.120 0.083 0.373
H: -0.085 0.557 1.380
O: 0.198 0.007 0.639


Please write out number 1 again, unchanged.
Here is C9H9NO4Pd as an isolated structure at a distorted geometry from OMol25. Energies are from ωB97M-V/def2-TZVPD.

Output
* <S²>: 2.017
* largest force on an atom: 8.03 eV/A
* calculated total energy: -831.12417 hartree
* multiplicity: 3
* net charge: +2
* highest occupied orbital energy (alpha / beta): -16.047 / -15.162 eV

Geometry (Å):
Pd: -0.390 0.343 -0.003
O: -1.915 -0.956 -2.390
C: -1.365 -0.464 -1.510
C: 0.762 0.890 1.488
O: 1.446 1.197 2.359
C: -1.571 -0.593 1.256
O: -2.256 -1.149 1.991
C: 0.817 1.237 -1.264
O: 1.529 1.753 -2.004
C: -3.551 4.353 -0.174
H: -3.357 4.669 -1.210
H: -4.490 3.802 -0.014
C: -2.827 4.817 0.849
H: -3.139 4.666 1.894
H: -2.006 5.534 0.698
C: 3.487 -3.574 -0.269
C: 1.946 -3.670 -0.183
C: 1.328 -2.384 -0.165
N: 0.778 -1.387 -0.155
H: 3.770 -3.055 -1.180
H: 3.901 -4.573 -0.285
H: 3.872 -3.039 0.595
H: 1.571 -4.215 -1.050
H: 1.661 -4.201 0.726


> Number 5 is which compound?

C18H36Br6O3


> Which of these has the highest net charge?

C9H9NO4Pd


> Which value of net charge does entry 2 give?

0